ORCA calculation (wB97M-V/def2-TZVPD) on an isolated molecule of C3H2FNO at a distorted geometry.

XYZ file:
```
8
Properties=species:S:1:pos:R:3:nbo_charge:R:1
F 2.344 -0.388 -0.009 -0.28
C 1.019 -0.148 0.016 0.67
C 0.106 0.793 -0.015 -0.45
C -1.130 0.020 -0.047 -0.01
N -0.900 -1.249 0.028 -0.11
O 0.460 -1.333 -0.035 -0.29
H 0.239 1.868 0.034 0.25
H -2.140 0.437 0.029 0.22
```

Output
E_tot in a.u.: -345.3025
Highest occupied orbital energy in eV: -10.4339
SMILES string: Fc1ccno1
2S+1: 1
Energy relative to the best compared isomer or geometry (same formula, charge and spin) in kcal/mol: 31.1